DFT (the ωB97M-V functional and the def2-TZVPD basis) results for a cluster of 2 separate species, C2H7O in total.

Each line ends with the Mulliken charge.
Positions of all 10 atoms, in Å:
O  -0.06  -0.62  3.52  -1.127
H  -0.55  -1.17  2.95  0.121
C  0.53  0.26  -0.23  -0.716
C  -0.48  0.23  -1.41  -0.666
H  1.01  1.28  -0.14  0.230
H  0.10  0.03  0.75  0.236
H  1.33  -0.52  -0.39  0.232
H  -1.09  1.08  -1.29  0.283
H  -0.98  -0.83  -1.50  0.213
H  0.20  0.27  -2.28  0.193

Calculated values
frontier orbital gap	0.215	Eh
net charge	-1
largest force on an atom	3.63	eV/A
highest occupied orbital energy	-1.94	eV
M	47.1	g mol⁻¹
relative energy (zero: lowest compared OMol25 entry of this formula, charge and spin)	0.518	eV

=====

DFT (the ωB97M-V functional and the def2-TZVPD basis) results for a cluster of 2 separate species, C2H7O2 in total.

Each line ends with the Mulliken charge.
Positions of all 11 atoms, in Å:
C  0.71  0.42  -0.20  -0.096
O  -0.68  0.29  -0.23  -0.857
C  1.41  -0.13  -1.66  -0.878
H  1.09  1.51  -0.06  0.123
H  1.28  -0.26  0.55  0.115
H  0.60  -0.61  -2.25  0.231
H  1.95  0.64  -2.30  0.201
H  2.17  -0.91  -1.54  0.266
H  -1.24  -0.11  1.00  0.424
H  -1.16  -1.28  1.97  0.241
O  -1.50  -0.37  1.96  -0.771

Calculated values
frontier orbital gap	0.289	Eh
net charge	-1
largest force on an atom	2.59	eV/A
highest occupied orbital energy	-3.23	eV
M	63.1	g mol⁻¹
relative energy (zero: lowest compared OMol25 entry of this formula, charge and spin)	0.651	eV

=====

DFT (the ωB97M-V functional and the def2-TZVPD basis) results for a cluster of 2 separate species, C2H7O2 in total.

Each line ends with the Mulliken charge.
Positions of all 11 atoms, in Å:
O  0.75  -0.11  -1.61  -0.573
H  0.65  -0.85  -2.22  0.337
H  0.87  0.59  1.73  0.418
H  1.13  0.58  -2.18  0.306
C  0.51  -0.38  1.43  -1.064
C  -0.40  -0.30  0.29  0.498
O  -1.17  0.73  0.15  -0.315
H  1.32  -1.09  1.26  0.314
H  -0.13  -0.78  2.22  0.389
H  -0.78  -1.12  -0.30  0.297
H  -1.19  1.27  0.96  0.393

Calculated values
frontier orbital gap	0.429	Eh
net charge	+1
largest force on an atom	1.68	eV/A
highest occupied orbital energy	-16.98	eV
M	63.1	g mol⁻¹
relative energy (zero: lowest compared OMol25 entry of this formula, charge and spin)	0.695	eV

=====

DFT (the ωB97M-V functional and the def2-TZVPD basis) results for a cluster of 2 separate species, C2H7O2 in total.

Each line ends with the Mulliken charge.
Positions of all 11 atoms, in Å:
C  0.13  1.27  -0.06  -0.484
C  -0.70  -1.07  -0.06  -0.482
O  1.98  -0.41  0.21  -0.239
O  0.17  -0.12  0.41  -0.042
H  -0.40  1.85  0.72  0.322
H  1.17  1.50  -0.40  0.253
H  -0.39  1.38  -1.08  0.353
H  -1.34  -0.78  -0.78  0.373
H  -0.15  -1.84  -0.57  0.294
H  -1.15  -1.49  0.88  0.291
H  2.44  -1.07  0.82  0.361

Calculated values
frontier orbital gap (alpha / beta)	0.334 / 0.373	Eh
net charge	+1
largest force on an atom	3.85	eV/A
highest occupied orbital energy (alpha / beta)	-17.81 / -17.58	eV
M	63.1	g mol⁻¹
relative energy (zero: lowest compared OMol25 entry of this formula, charge and spin)	6.191	eV